(1)
C4H12 | ωB97M-V/def2-TZVPD

## Properties
- relative energy (zero: lowest compared OMol25 entry of this formula, charge and spin) (kcal per mole) = 9.5
- frontier orbital gap (Ha) = 0.4644
- SMILES = CC.CC
- E_LUMO (eV) = 1.1

Last column: Löwdin charge in e.
Element x y z (Å)
C  1.21  -0.32  1.80  -0.1643
C  2.22  0.27  0.81  -0.1713
H  0.39  -0.89  1.38  0.0322
H  0.88  0.49  2.44  0.0641
H  1.82  -1.04  2.36  0.0614
H  1.76  1.13  0.30  0.0543
H  2.33  -0.39  -0.06  0.0613
H  3.20  0.41  1.25  0.0585
C  -1.74  0.20  -0.54  -0.1695
C  -1.76  -0.12  -2.03  -0.1681
H  -1.08  1.04  -0.29  0.0598
H  -1.18  -0.57  0.00  0.0380
H  -2.71  0.39  -0.10  0.0630
H  -2.01  -1.15  -2.27  0.0605
H  -0.80  0.14  -2.47  0.0597
H  -2.54  0.42  -2.58  0.0603

***

(2)
C34H39N5O3P2ReS | ωB97M-V/def2-TZVPD

## Properties
- multiplicity = 4
- total charge = +2
- relative energy (zero: lowest compared OMol25 entry of this formula, charge and spin) (kcal per mole) = 0.0
- frontier orbital gap (alpha / beta) (Ha) = 0.1846 / 0.1012
- E_LUMO (alpha / beta) (eV) = -7.2 / -9.5

Last column: Löwdin spin population.
Element x y z (Å)
Re  1.69  -1.81  0.57  1.3401
C  2.60  -1.32  -1.62  0.2432
C  2.42  -0.26  -0.71  0.0082
C  1.16  0.58  -0.77  0.0148
C  -0.11  -0.24  -1.04  0.0052
C  -0.20  -1.48  -0.17  -0.0116
C  0.31  -2.74  -0.67  0.0073
C  0.60  -2.84  -2.15  0.0236
C  1.63  -1.79  -2.66  0.0396
C  1.08  -2.09  2.46  0.0926
H  3.63  -1.64  -1.81  0.0055
H  3.31  0.22  -0.30  0.0064
H  1.30  1.33  -1.57  -0.0004
H  1.07  1.13  0.19  -0.0009
H  -0.98  0.40  -0.87  -0.0003
H  -0.19  -0.49  -2.11  0.0004
H  -1.00  -1.51  0.59  0.0057
H  -0.14  -3.65  -0.24  0.0070
H  -0.32  -2.74  -2.74  0.0011
H  1.02  -3.83  -2.36  0.0004
H  2.20  -2.28  -3.45  0.0011
H  1.13  -0.94  -3.15  0.0101
H  1.11  -3.18  2.67  0.0177
H  0.05  -1.71  2.59  0.0182
H  1.78  -1.59  3.14  0.0091
P  -2.48  0.26  1.36  -0.0013
P  -0.34  2.96  -0.52  0.0020
N  -3.88  -0.59  0.69  0.0289
N  -3.45  0.90  2.71  0.0067
N  -1.28  3.14  -1.99  -0.0001
N  0.08  4.65  -0.41  0.0006
C  -2.72  1.72  0.27  0.0010
C  -1.76  2.88  0.60  0.0005
C  -4.08  -1.95  1.00  0.2586
C  -5.33  -2.33  0.54  0.0919
C  -5.94  -1.18  -0.05  0.0947
C  -5.05  -0.12  0.08  0.2603
C  -3.12  0.68  4.05  0.0938
C  -4.07  1.32  4.84  0.0265
C  -5.00  1.96  3.97  0.0449
C  -4.61  1.68  2.66  0.0765
C  -0.80  2.59  -3.19  0.0000
C  -1.77  2.74  -4.16  0.0001
C  -2.92  3.35  -3.54  0.0000
C  -2.59  3.60  -2.22  0.0001
C  -0.28  5.76  -1.20  0.0001
C  0.00  6.92  -0.50  0.0001
C  0.59  6.53  0.76  0.0000
C  0.63  5.15  0.78  0.0000
H  -3.74  2.13  0.34  -0.0002
H  -2.62  1.34  -0.76  0.0007
H  -2.30  3.84  0.55  0.0001
H  -1.33  2.80  1.62  0.0000
H  -3.29  -2.49  1.50  0.0089
H  -5.75  -3.32  0.61  0.0011
H  -6.92  -1.11  -0.52  0.0009
H  -5.14  0.90  -0.26  0.0061
H  -2.24  0.12  4.29  0.0031
H  -4.09  1.33  5.92  -0.0001
H  -5.86  2.57  4.24  0.0010
H  -5.06  2.00  1.73  -0.0013
H  0.17  2.13  -3.21  0.0000
H  -1.66  2.46  -5.19  0.0000
H  -3.86  3.55  -4.03  0.0000
H  -3.19  4.04  -1.42  0.0000
H  -0.70  5.62  -2.19  0.0000
H  -0.20  7.93  -0.83  0.0000
H  0.92  7.20  1.54  0.0000
H  1.00  4.46  1.52  0.0000
O  4.26  -1.45  1.65  0.0206
C  4.37  -2.57  1.11  0.0171
N  3.25  -3.13  0.52  0.0856
S  3.50  -4.60  -0.39  0.0021
O  2.79  -5.68  0.23  0.0025
O  3.36  -4.35  -1.80  0.0029
C  5.21  -4.52  0.04  0.0059
C  6.18  -5.37  -0.49  -0.0013
C  7.52  -5.12  -0.21  0.0074
C  7.85  -4.03  0.62  0.0004
C  6.87  -3.21  1.17  0.0041
C  5.52  -3.44  0.85  0.0018
H  5.87  -6.21  -1.12  -0.0002
H  8.31  -5.74  -0.64  0.0003
H  8.90  -3.84  0.85  -0.0001
H  7.12  -2.40  1.85  0.0002

***

(3)
C3H9S2 | ωB97M-V/def2-TZVPD

## Properties
- total charge = -1
- relative energy (zero: lowest compared OMol25 entry of this formula, charge and spin) (kcal per mole) = 42.0
- frontier orbital gap (Ha) = 0.2086
- E_LUMO (eV) = 3.3

Last column: Löwdin charge in e.
Element x y z (Å)
C  -0.18  -0.71  2.64  -0.5102
S  0.06  -2.23  1.73  0.6194
H  0.28  -0.07  1.92  -0.0215
H  0.25  -0.88  3.67  0.0376
H  -1.30  -0.53  2.75  0.0522
C  0.61  1.45  -2.04  -0.2280
C  0.04  0.26  -1.15  -0.7335
S  -1.16  -0.85  -2.19  -0.0416
H  1.02  2.29  -1.59  0.0048
H  1.19  0.98  -2.90  0.0616
H  -0.23  1.85  -2.63  0.0312
H  -0.48  0.83  -0.41  -0.0034
H  0.64  -0.46  -0.65  -0.0336
H  -0.74  -1.91  0.84  -0.2349

***

(4)
C24H29N5O2 | ωB97M-V/def2-TZVPD

## Properties
- relative energy (zero: lowest compared OMol25 entry of this formula, charge and spin) (kcal per mole) = 67.1
- frontier orbital gap (Ha) = 0.3171
- SMILES = CC(C)Oc1ccc(CN2CCC(n3nccc3NC(=O)c3cccnc3)CC2)cc1
- E_LUMO (eV) = 0.2

Last column: Löwdin charge in e.
Element x y z (Å)
C  4.88  0.20  -2.85  -0.0365
H  5.54  1.03  -2.61  0.0818
H  5.44  -0.73  -2.80  0.0820
H  4.52  0.34  -3.87  0.0849
C  3.71  0.16  -1.88  -0.4248
C  2.75  -0.98  -2.22  -0.0263
H  3.27  -1.94  -2.14  0.0849
H  2.39  -0.87  -3.24  0.0924
H  1.90  -0.99  -1.55  0.0608
H  4.09  0.05  -0.86  0.1350
O  3.05  1.41  -2.02  -0.0261
C  2.14  1.82  -1.09  -0.2583
C  1.95  1.26  0.17  -0.0025
C  1.00  1.79  1.03  -0.0462
C  0.20  2.87  0.66  -0.2233
C  0.44  3.45  -0.59  -0.0451
C  1.39  2.94  -1.44  0.0094
H  1.57  3.40  -2.40  0.1195
H  -0.13  4.32  -0.89  0.1116
C  -0.94  3.33  1.53  -0.1410
N  -2.19  2.62  1.29  -0.1485
C  -2.15  1.25  1.78  -0.2026
C  -3.31  0.40  1.26  -0.0955
H  -3.23  -0.61  1.66  0.1190
H  -4.24  0.83  1.64  0.1203
C  -3.38  0.36  -0.28  -0.2521
N  -3.13  -0.94  -0.87  -0.0736
C  -2.08  -1.80  -0.78  -0.2236
C  -2.35  -2.86  -1.62  -0.0032
C  -3.59  -2.54  -2.19  -0.1502
N  -4.04  -1.40  -1.73  0.0682
H  -4.16  -3.11  -2.90  0.0973
H  -1.73  -3.72  -1.79  0.0890
N  -1.01  -1.59  0.07  0.1891
C  0.05  -2.44  0.23  -0.4283
O  0.23  -3.43  -0.44  0.0954
C  1.00  -2.02  1.30  -0.1199
C  2.35  -2.32  1.16  -0.0147
C  3.24  -1.94  2.16  -0.0473
C  2.73  -1.27  3.26  -0.1376
N  1.44  -1.03  3.43  0.0739
C  0.60  -1.40  2.48  -0.1105
H  -0.45  -1.22  2.70  0.1158
H  3.37  -0.93  4.06  0.1075
H  4.29  -2.15  2.08  0.1059
H  2.68  -2.85  0.28  0.1169
H  -1.02  -0.73  0.61  0.0936
C  -2.50  1.46  -0.89  -0.1036
C  -2.72  2.73  -0.06  -0.1674
H  -2.26  3.58  -0.55  0.1079
H  -3.80  2.92  0.01  0.1241
H  -1.44  1.18  -0.87  0.1112
H  -2.78  1.63  -1.93  0.1249
H  -4.42  0.56  -0.59  0.1445
H  -1.19  0.78  1.52  0.0689
H  -2.20  1.29  2.88  0.1313
H  -0.69  3.20  2.58  0.1255
H  -1.14  4.39  1.35  0.1236
H  0.91  1.37  2.02  0.1021
H  2.54  0.42  0.50  0.0906

***

(5)
C2H2O3 | ωB97M-V/def2-TZVPD

## Properties
- multiplicity = 3
- relative energy (zero: lowest compared OMol25 entry of this formula, charge and spin) (kcal per mole) = 129.2
- frontier orbital gap (alpha / beta) (Ha) = 0.3192 / 0.3194
- E_LUMO (alpha / beta) (eV) = 1.0 / -2.4

Last column: Löwdin spin population.
Element x y z (Å)
C  0.91  -0.99  -0.09  1.2833
C  -0.25  0.06  -0.47  0.1768
O  1.54  0.06  0.35  0.3351
O  0.75  1.08  -0.18  0.1218
O  -1.08  0.04  0.60  0.0617
H  -0.83  0.48  -1.32  0.0080
H  -1.05  -0.73  1.10  0.0133

***

(6)
C3H7O4S | ωB97M-V/def2-TZVPD

## Properties
- total charge = -1
- relative energy (zero: lowest compared OMol25 entry of this formula, charge and spin) (kcal per mole) = 5.1
- frontier orbital gap (Ha) = 0.3245
- SMILES = CC(C)(O)S(=O)(=O)[O-]
- E_LUMO (eV) = 3.9

Last column: Löwdin charge in e.
Element x y z (Å)
C  0.02  -0.49  -1.11  -0.0569
C  -0.02  0.07  1.48  -0.0451
C  -0.57  0.31  0.04  -0.6556
O  -2.64  -1.46  -0.39  -0.3521
O  -2.94  0.26  1.29  -0.3804
O  -2.87  0.83  -1.04  -0.3839
O  -0.58  1.68  -0.20  -0.0918
S  -2.39  -0.10  -0.02  0.4088
H  0.72  0.30  -1.49  0.0900
H  0.49  -1.42  -1.00  0.0570
H  -0.81  -0.38  -1.88  0.0938
H  0.03  0.92  2.19  0.0876
H  1.08  0.02  1.37  0.0731
H  -0.45  -0.75  1.91  0.0384
H  -1.51  2.07  -0.26  0.1173